A cluster of 3 separate species, C4H13N2 in total, computed with wB97M-V/def2-TZVPD.

Each atom is followed by the atoms it is bonded to, with distances in Å.
Geometry (Å):
1 C 0.701 0.064 -0.580  N2 1.282, C3 1.643, H7 1.094, H8 1.158
2 N 1.502 0.745 0.153  C1 1.282, H9 1.031
3 C -0.695 -0.236 0.233  C1 1.643, C6 1.312, H11 1.079
4 N 2.298 -2.092 0.308  H12 1.015, H13 1.009, H14 1.017
5 C -3.106 -0.309 0.414  C6 1.501, H15 1.087, H16 1.089, H17 1.087
6 C -1.849 -0.099 -0.377  C3 1.312, C5 1.501, H19 1.081
7 H 0.388 0.374 -1.581  C1 1.094
8 H 0.917 -1.073 -0.574  C1 1.158
9 H 1.961 1.520 -0.347  N2 1.031
10 H 1.218 4.167 -0.794  H18 0.725
11 H -0.470 -0.435 1.269  C3 1.079
12 H 2.142 -2.779 1.038  N4 1.015
13 H 2.115 -1.166 0.665  N4 1.009
14 H 3.294 -2.137 0.106  N4 1.017
15 H -2.885 -0.658 1.419  C5 1.087
16 H -3.620 0.646 0.524  C5 1.089
17 H -3.780 -0.988 -0.102  C5 1.087
18 H 1.800 4.238 -0.367  H10 0.725
19 H -1.930 0.216 -1.408  C6 1.081

Results
Charge: +1
Lowest unoccupied orbital energy, Eh: -0.2811
F_max, hartree/bohr: 0.0654
Energy relative to the best compared isomer or geometry (same formula, charge and spin), kcal/mol: 157.2
Multiplicity: 1
Energy, a.u.: -269.25016
HOMO-LUMO gap, Ha: 0.2561

For each atom in turn, the natural (NBO) charge in e is:
1 C -0.351
2 N -0.224
3 C -0.115
4 N -0.989
5 C -0.631
6 C -0.127
7 H 0.226
8 H 0.458
9 H 0.386
10 H -0.005
11 H 0.239
12 H 0.397
13 H 0.360
14 H 0.399
15 H 0.230
16 H 0.248
17 H 0.255
18 H 0.006
19 H 0.238